Entry from the Open Molecules 2025 dataset: a cluster of 16 separate species, C44H126N6O26 in total in a non-equilibrium geometry (the ωB97M-V functional and the def2-TZVPD basis).

The energy above the lowest of the compared OMol25 structures with the same formula, charge and spin comes out at 340.2 kJ/mol. For the HOMO energy, the calculation gives -8.865 eV.

```
202
Properties=species:S:1:pos:R:3:forces:R:3
C -2.404 -3.955 3.808 0.4 0.8 0.1
C -1.751 -4.440 5.104 0.7 -1.4 0.0
O -2.625 -5.318 5.842 0.0 0.9 -0.2
O -1.491 -3.202 2.955 -1.1 -0.6 1.0
H -3.219 -3.296 4.106 -0.1 0.2 -0.2
H -2.863 -4.781 3.266 0.2 -0.2 -0.1
H -1.320 -3.656 5.727 -0.8 0.3 0.2
H -0.869 -5.061 4.944 0.3 0.1 -0.8
H -2.537 -6.158 5.386 -0.2 -0.2 0.2
H -0.642 -3.619 3.118 0.7 0.0 -0.1
C -3.192 1.400 -1.649 -1.0 -1.1 -0.1
C -4.192 2.543 -1.951 0.9 -0.5 1.2
O -5.523 2.083 -1.875 -0.4 -0.4 -0.4
O -3.165 0.319 -2.614 0.3 0.7 -0.4
H -3.454 0.826 -0.760 -0.4 0.9 0.7
H -2.182 1.762 -1.458 0.0 0.0 -0.4
H -3.990 3.088 -2.873 0.2 -0.2 -0.1
H -4.065 3.216 -1.103 0.2 0.4 0.0
H -5.996 2.373 -2.658 0.0 -0.1 0.0
H -3.947 -0.221 -2.483 -0.1 0.0 0.1
C -5.092 -0.093 3.046 -0.1 0.7 -0.8
C -6.522 -0.139 3.501 -0.8 0.1 -0.5
O -7.228 -1.104 2.770 -0.1 -1.3 -0.4
O -4.910 0.236 1.652 -0.2 0.4 0.7
H -4.528 -1.009 3.223 -0.1 -0.1 0.5
H -4.714 0.759 3.610 0.7 -0.2 0.0
H -7.063 0.776 3.263 0.6 0.8 0.4
H -6.575 -0.330 4.573 0.2 0.0 0.2
H -8.161 -1.047 2.988 0.0 0.0 0.0
H -5.448 -0.340 1.104 -0.3 -0.2 0.1
C 1.452 -4.819 2.013 0.3 1.1 -1.1
C 2.569 -3.882 1.431 -1.0 0.4 -0.2
O 3.813 -4.010 2.055 0.5 -0.9 0.2
O 1.067 -4.371 3.289 0.3 0.0 1.3
H 1.741 -5.870 1.999 0.2 0.0 0.1
H 0.484 -4.714 1.524 0.4 -0.1 -1.0
H 2.302 -2.830 1.525 -0.8 0.2 0.3
H 2.715 -3.938 0.353 0.1 -0.8 0.0
H 3.705 -3.828 2.992 0.1 0.2 0.1
H 1.735 -4.596 3.941 0.0 0.0 0.2
C 4.119 2.120 -3.384 0.2 -0.5 0.1
C 5.004 1.243 -2.441 -1.7 -0.6 -2.4
O 4.900 1.592 -1.101 0.7 0.8 0.8
O 4.501 3.445 -3.580 0.5 0.3 -0.1
H 3.083 2.019 -3.063 -0.3 0.2 0.7
H 4.025 1.737 -4.400 0.7 -0.7 0.1
H 6.030 1.122 -2.790 0.2 0.5 0.0
H 4.534 0.262 -2.516 0.1 -0.4 -0.5
H 5.635 1.093 -0.738 -0.1 0.2 0.9
H 4.241 4.016 -2.853 -0.2 0.3 0.2
C 4.460 -0.585 -6.065 0.9 -0.1 -1.1
C 5.761 -1.410 -6.310 -1.0 0.0 0.9
O 5.753 -2.120 -7.545 0.2 0.0 0.4
O 3.809 -0.828 -4.845 0.9 -0.3 -0.1
H 3.801 -0.762 -6.915 -0.2 -0.4 -0.1
H 4.762 0.451 -6.220 -0.1 0.5 0.5
H 5.855 -2.136 -5.503 -0.2 -0.3 -0.2
H 6.620 -0.756 -6.161 0.2 0.1 -0.6
H 5.562 -1.523 -8.272 0.1 0.2 0.0
H 2.901 -0.547 -4.978 -0.8 0.2 0.2
C -0.359 -1.427 -6.763 -0.7 0.2 0.3
C 0.824 -0.424 -6.656 -1.1 -2.1 -1.6
O 1.181 -0.151 -5.365 1.4 0.0 0.3
O -1.589 -0.774 -6.337 0.6 -0.2 -0.6
H -0.223 -2.315 -6.147 0.3 0.0 0.2
H -0.575 -1.778 -7.772 0.7 0.1 -0.3
H 0.536 0.401 -7.308 0.2 0.6 0.3
H 1.683 -0.926 -7.100 0.0 0.0 -0.3
H 0.565 0.462 -4.957 -0.8 0.4 1.1
H -2.322 -1.336 -6.598 -0.1 -0.1 0.2
C 2.441 -0.703 5.693 -1.7 1.2 1.2
C 2.432 -0.533 4.214 0.0 -0.9 -1.1
O 1.491 0.416 3.705 0.3 -0.1 1.0
O 3.297 -1.724 6.075 1.2 -1.0 0.0
H 1.469 -0.975 6.104 -0.6 0.3 -0.6
H 2.676 0.232 6.202 0.4 0.3 -0.1
H 2.149 -1.492 3.782 0.1 -0.4 0.0
H 3.440 -0.325 3.852 0.2 0.3 0.0
H 1.341 0.162 2.792 -0.4 0.3 -0.4
H 2.969 -2.045 6.918 0.2 -0.1 0.0
C -3.901 3.599 3.387 -2.3 -0.1 0.9
C -5.156 4.476 3.882 0.8 0.5 -1.5
O -6.456 3.874 3.718 1.2 -0.1 0.1
O -4.021 3.162 2.029 0.6 0.9 0.7
H -3.892 2.739 4.057 0.3 -0.3 0.1
H -2.973 4.137 3.580 -0.1 0.2 -0.5
H -5.155 5.368 3.255 -0.2 -0.1 -0.4
H -5.065 4.918 4.874 0.4 -0.6 0.4
H -6.455 3.140 4.336 -0.3 -0.2 0.1
H -4.711 2.496 1.989 -0.2 -0.2 -0.1
C 1.873 3.922 3.991 -0.7 -1.2 -0.3
C 0.402 3.776 4.450 0.6 1.5 0.6
O 0.301 3.954 5.877 -0.5 -0.3 -0.7
O 2.632 2.810 4.487 0.0 1.1 0.2
H 2.383 4.842 4.277 -0.4 0.0 0.4
H 1.870 3.896 2.901 0.0 0.0 -0.3
H -0.107 2.887 4.077 0.5 -0.7 0.2
H -0.221 4.557 4.015 0.2 0.5 0.1
H 0.781 3.235 6.295 0.3 -0.1 0.0
H 2.188 2.041 4.124 -0.1 -0.7 -0.2
C -3.303 -1.181 6.672 -0.3 -0.1 0.4
C -2.424 -0.270 5.851 -3.3 2.5 0.2
C -2.226 1.141 6.586 -0.2 -2.1 0.7
O -3.447 1.901 6.638 0.4 -1.5 -1.5
C -3.358 2.927 7.567 0.6 0.2 0.6
N -1.260 -0.866 5.426 3.5 -0.6 -0.2
H -2.789 -1.515 7.574 0.1 -0.2 0.0
H -3.642 -2.044 6.099 0.3 -0.2 0.0
H -4.222 -0.688 6.987 0.1 0.3 0.0
H -2.998 -0.012 4.962 -0.7 0.4 -0.2
H -1.317 1.638 6.249 -0.3 0.7 -0.7
H -1.962 0.884 7.612 0.0 -0.1 0.4
H -4.250 3.554 7.573 0.2 0.1 -0.6
H -2.420 3.436 7.343 -0.2 0.8 0.3
H -3.305 2.537 8.583 0.2 -0.2 0.3
H -0.818 -0.275 4.735 0.5 0.1 0.0
H -1.329 -1.755 4.952 -0.6 -0.1 0.1
C -0.522 -4.281 -3.418 -1.0 0.9 0.4
C -1.964 -3.767 -2.975 1.0 -1.5 0.9
C -2.009 -3.107 -1.491 -1.2 -0.5 -2.0
O -3.406 -2.802 -1.166 0.7 -0.9 -1.5
C -3.610 -2.344 0.118 0.6 0.3 1.6
N -2.458 -2.882 -4.058 0.9 -1.1 1.6
H -0.660 -4.731 -4.402 0.0 -0.1 0.1
H -0.050 -5.005 -2.754 -0.2 0.0 0.1
H 0.179 -3.457 -3.547 0.1 0.2 0.0
H -2.512 -4.708 -2.945 -0.6 0.2 0.2
H -1.431 -2.184 -1.520 0.1 0.1 0.2
H -1.590 -3.828 -0.789 0.0 0.1 0.3
H -4.626 -2.386 0.511 -0.5 -0.3 -0.9
H -3.300 -1.308 0.254 0.2 0.2 -0.1
H -3.068 -2.947 0.847 0.4 -0.1 0.1
H -3.379 -2.611 -3.744 -0.2 0.6 -0.1
H -1.781 -2.184 -3.786 -0.4 1.7 -1.1
C 1.298 -0.652 -1.710 -0.6 -0.2 -0.3
C 0.910 0.276 -0.579 0.6 0.0 0.3
C -0.014 -0.329 0.530 1.1 -1.0 -1.4
O -0.312 0.530 1.584 -0.2 0.5 -0.4
C -1.583 0.368 2.188 0.3 0.8 0.7
N 2.172 0.675 0.022 -0.2 0.3 1.5
H 1.936 -0.098 -2.398 0.1 0.1 0.0
H 0.419 -0.926 -2.293 0.0 -0.4 -0.1
H 1.884 -1.513 -1.389 -0.3 -0.2 0.2
H 0.417 1.115 -1.070 -0.5 0.4 0.2
H 0.513 -1.166 0.989 0.4 -0.5 -0.2
H -0.871 -0.787 0.036 -0.5 0.4 0.1
H -1.413 0.840 3.155 -0.4 0.1 0.2
H -1.907 -0.655 2.381 0.3 -0.3 -0.3
H -2.363 0.942 1.688 0.0 -0.1 -0.3
H 2.883 1.087 -0.565 -0.1 -0.2 -0.6
H 1.969 1.407 0.687 0.1 0.2 0.4
C -2.340 2.660 -5.487 0.1 0.3 1.4
C -1.048 2.372 -4.711 0.1 0.1 0.8
C -0.677 3.273 -3.442 -1.3 -0.1 -2.2
O -0.709 4.660 -3.822 0.3 -0.1 0.3
C 0.516 5.050 -4.468 -0.6 -1.0 0.5
N -0.984 0.967 -4.336 1.3 0.0 -0.3
H -2.412 2.018 -6.364 0.3 0.3 -0.2
H -2.375 3.733 -5.678 -0.4 -0.1 -0.4
H -3.159 2.330 -4.847 -0.3 0.3 0.0
H -0.262 2.573 -5.439 0.5 -0.2 0.0
H 0.295 2.964 -3.056 0.2 0.0 0.0
H -1.431 3.093 -2.675 0.0 0.4 0.0
H 0.532 6.115 -4.699 -0.2 -0.1 0.3
H 0.627 4.485 -5.394 0.2 0.1 -0.2
H 1.306 4.743 -3.783 0.5 0.4 -0.2
H -1.171 0.416 -5.161 -0.4 0.0 0.0
H -1.628 0.578 -3.663 -0.3 0.7 0.3
C 3.735 4.414 0.182 0.8 -0.6 0.1
C 2.663 4.593 -0.931 1.1 -0.2 2.9
C 1.380 5.016 -0.168 -0.5 -0.8 0.2
O 0.897 3.839 0.496 0.6 -0.7 -0.1
C -0.459 3.697 0.833 -0.5 1.3 0.3
N 3.181 5.510 -1.906 -0.7 1.5 -0.7
H 3.926 5.286 0.807 -0.8 0.4 0.0
H 4.757 4.220 -0.145 -0.1 -0.3 -0.9
H 3.557 3.580 0.860 -0.5 0.0 -0.1
H 2.491 3.626 -1.405 -0.3 -0.1 0.0
H 0.627 5.453 -0.823 -0.2 -0.1 -0.3
H 1.580 5.726 0.635 0.3 0.4 -0.2
H -0.645 2.979 1.632 0.6 -0.7 -0.6
H -1.068 3.524 -0.053 -0.2 -0.3 0.0
H -0.858 4.582 1.329 0.0 0.7 -0.3
H 2.422 6.143 -2.116 -0.5 -0.1 -1.0
H 3.813 6.216 -1.556 0.7 -0.5 0.7
C 5.366 -6.041 -3.896 -0.1 1.0 1.2
C 4.062 -5.815 -3.109 -0.9 -1.4 -0.7
C 3.713 -4.423 -2.640 -0.2 0.5 -0.6
O 4.803 -3.917 -1.985 2.0 -0.6 0.5
C 4.744 -2.591 -1.677 -0.7 1.7 0.5
N 2.936 -6.372 -3.944 0.3 0.1 1.1
H 5.649 -7.093 -3.904 -0.5 -0.1 -0.4
H 6.209 -5.560 -3.400 0.0 0.4 -0.2
H 5.181 -5.604 -4.877 0.5 -0.2 -0.2
H 4.066 -6.432 -2.210 0.2 -0.1 0.1
H 2.896 -4.367 -1.921 -0.7 -0.6 -0.2
H 3.451 -3.746 -3.453 -0.2 0.0 -0.6
H 4.495 -1.927 -2.505 0.9 -0.1 -0.9
H 5.644 -2.317 -1.127 0.0 0.1 -0.3
H 3.879 -2.278 -1.092 -0.3 -0.6 1.1
H 2.952 -7.356 -3.720 -0.4 -0.3 -0.1
H 3.182 -6.345 -4.923 0.1 0.3 -0.2
```
Forces are in eV/Å.